A structure of composition C49H72GeN6OP3PtS, computed with the ωB97M-V functional and the def2-TZVPD basis.

Geometry as XYZ:
```
134
Properties=species:S:1:pos:R:3:forces:R:3:mulliken_spin:R:1
Pt -0.463 -0.097 0.274 -0.61 -0.08 -0.19 -0.028
C -2.735 0.368 3.500 0.03 -0.03 -0.02 0.005
C -1.245 0.705 3.539 0.04 -0.02 0.05 -0.002
C -0.818 0.803 5.017 -0.01 0.02 -0.03 0.000
P -0.242 -0.489 2.558 0.03 -0.07 -0.01 -0.004
C -0.899 -2.136 2.956 0.05 0.00 -0.05 0.001
N -2.009 -2.523 2.133 -0.18 0.18 0.13 0.002
Ge -2.368 -1.811 0.464 0.14 -0.35 0.37 -0.036
N -1.868 -3.045 -0.820 -0.13 0.55 -0.33 0.013
C -0.533 -3.169 -1.324 0.05 -0.08 0.03 -0.002
P 0.734 -2.076 -0.550 0.39 0.24 -0.02 -0.007
C 2.045 -3.193 0.122 -0.10 -0.06 -0.01 -0.001
C 2.336 -4.336 -0.876 -0.01 0.00 0.04 0.000
C 1.737 -3.846 1.466 -0.01 0.04 0.00 0.001
C 1.449 -1.168 -1.984 0.12 -0.06 0.10 0.005
C 2.100 -1.951 -3.125 -0.04 -0.05 -0.02 -0.001
C 0.294 -0.346 -2.541 0.01 -0.04 -0.09 0.001
C -2.930 -3.587 -1.567 -0.01 -0.10 0.12 0.002
C -2.880 -4.035 -2.879 -0.01 0.00 0.01 0.004
C -4.047 -4.497 -3.482 0.01 0.00 0.01 0.002
C -5.253 -4.505 -2.798 0.00 -0.02 0.01 -0.004
C -5.302 -4.090 -1.472 0.00 -0.05 0.02 0.003
C -4.136 -3.664 -0.869 0.00 0.04 -0.09 0.037
N -4.007 -3.263 0.532 0.11 0.06 0.07 0.007
C -3.465 -4.289 1.424 -0.09 -0.03 -0.03 0.014
C -3.907 -5.598 1.416 0.02 0.00 -0.02 0.004
C -3.395 -6.491 2.345 0.00 0.01 0.01 0.001
C -2.452 -6.052 3.263 -0.01 0.00 -0.01 0.002
C -1.982 -4.743 3.242 0.01 0.01 0.02 0.002
C -2.481 -3.843 2.305 0.08 -0.13 -0.08 0.000
C -5.164 -2.609 1.052 -0.02 0.06 0.00 0.146
C -6.231 -3.241 1.632 0.01 0.00 0.03 -0.012
C -7.342 -2.485 2.012 0.00 0.01 -0.01 0.217
C -7.372 -1.087 1.808 0.00 -0.01 0.00 0.059
C -6.297 -0.436 1.274 -0.02 0.00 0.01 0.055
C -5.133 -1.181 0.919 0.04 -0.04 0.07 0.188
N -3.970 -0.632 0.537 0.01 -0.13 -0.24 0.325
C -3.942 0.809 0.375 -0.09 0.07 0.03 -0.057
P -2.380 1.494 -0.290 0.18 0.01 0.22 0.033
C -2.553 3.275 0.224 0.01 -0.02 -0.07 -0.002
C -1.407 4.189 -0.220 0.03 -0.03 0.03 0.000
C -2.834 3.494 1.711 -0.01 -0.01 0.00 0.001
C -2.859 1.491 -2.098 0.00 0.00 -0.01 -0.010
C -1.943 2.155 -3.124 -0.01 0.00 0.00 0.001
C -3.304 0.096 -2.552 0.02 0.00 -0.04 0.011
C 1.483 -0.347 3.220 -0.05 0.01 0.01 0.002
C 1.666 -1.294 4.422 0.00 -0.04 0.00 0.000
C 2.655 -0.466 2.257 -0.02 -0.03 -0.08 -0.002
H -3.308 1.224 3.856 0.00 0.00 0.01 -0.001
H -2.951 -0.469 4.165 0.00 0.00 0.00 0.004
H -3.085 0.092 2.512 0.03 0.02 0.07 0.003
H -1.052 1.676 3.078 -0.03 -0.03 -0.07 0.000
H -1.005 -0.129 5.550 0.02 -0.01 0.01 0.000
H -1.454 1.561 5.475 0.01 0.00 0.01 0.000
H 0.211 1.110 5.176 0.02 -0.01 -0.01 0.000
H -1.180 -2.079 4.017 -0.02 0.06 -0.01 0.002
H -0.069 -2.842 2.893 -0.03 -0.04 0.03 -0.002
H -0.464 -2.958 -2.396 -0.01 -0.01 -0.02 0.001
H -0.184 -4.196 -1.183 0.02 0.00 -0.03 0.001
H 2.915 -2.533 0.188 0.01 -0.02 -0.01 0.000
H 1.642 -5.161 -0.721 0.00 -0.01 0.00 0.000
H 3.334 -4.715 -0.652 0.00 0.00 0.00 0.000
H 2.318 -4.063 -1.923 0.00 0.02 -0.03 0.000
H 0.797 -4.405 1.428 -0.01 0.01 0.01 0.000
H 1.708 -3.141 2.290 0.03 -0.01 -0.04 -0.001
H 2.526 -4.566 1.688 0.00 -0.01 0.00 0.000
H 2.244 -0.531 -1.563 -0.31 0.14 0.19 0.001
H 1.468 -2.740 -3.536 0.00 0.00 0.00 0.000
H 3.060 -2.374 -2.843 0.00 -0.01 0.02 0.000
H 2.296 -1.245 -3.936 0.00 0.00 0.00 0.001
H -0.456 -0.957 -3.040 0.01 -0.04 -0.05 -0.001
H 0.665 0.377 -3.270 -0.02 -0.01 0.00 -0.001
H -0.266 0.275 -1.794 -0.04 -0.02 0.01 0.000
H -1.955 -4.049 -3.439 0.00 0.01 0.00 0.001
H -4.008 -4.854 -4.502 0.00 0.01 0.00 0.000
H -6.152 -4.855 -3.285 0.00 0.00 0.00 0.000
H -6.237 -4.125 -0.927 0.00 0.00 0.01 0.004
H -4.637 -5.922 0.683 0.00 0.00 0.00 0.000
H -3.733 -7.517 2.356 0.00 0.00 0.00 0.000
H -2.063 -6.738 4.003 0.00 0.00 0.00 0.000
H -1.234 -4.447 3.966 -0.01 0.01 0.00 -0.001
H -6.224 -4.313 1.777 0.00 0.00 0.00 0.006
H -8.202 -2.978 2.447 0.00 0.00 0.00 -0.004
H -8.255 -0.530 2.091 0.00 0.00 0.00 0.005
H -6.333 0.636 1.150 0.01 0.00 0.00 -0.011
H -4.137 1.294 1.331 0.00 0.00 -0.02 0.003
H -4.733 1.119 -0.314 0.00 0.01 0.01 0.008
H -3.456 3.548 -0.337 0.04 0.05 -0.03 -0.001
H -0.564 4.104 0.466 0.01 0.00 -0.01 0.000
H -1.758 5.220 -0.174 0.00 0.00 0.00 0.000
H -1.054 4.011 -1.230 0.01 -0.02 -0.02 0.000
H -2.104 2.990 2.341 0.00 0.06 0.00 -0.001
H -3.835 3.194 2.017 0.01 -0.03 0.01 0.000
H -2.749 4.560 1.923 -0.04 0.01 -0.02 0.000
H -3.752 2.126 -2.033 -0.03 -0.03 0.01 0.002
H -1.038 1.588 -3.321 0.00 0.02 0.01 0.000
H -1.674 3.176 -2.869 -0.01 0.01 0.02 0.000
H -2.490 2.206 -4.066 0.01 -0.01 -0.01 0.000
H -2.494 -0.633 -2.506 0.02 -0.03 0.02 0.003
H -3.624 0.152 -3.593 0.00 0.00 0.00 0.001
H -4.147 -0.299 -1.986 0.01 0.02 -0.01 -0.001
H 1.472 0.672 3.612 0.02 0.01 0.01 0.000
H 1.841 -2.322 4.108 0.00 0.03 0.01 0.000
H 0.845 -1.283 5.134 -0.03 0.02 0.02 0.000
H 2.559 -0.968 4.956 0.00 0.00 0.00 0.000
H 2.771 -1.478 1.886 0.01 -0.02 0.07 0.001
H 3.562 -0.233 2.816 0.01 0.03 -0.02 0.000
H 2.612 0.200 1.399 0.00 0.03 0.00 0.001
O 3.599 0.504 -0.547 0.11 -0.07 -0.01 0.000
S 4.731 1.200 -1.296 0.06 0.07 -0.03 0.000
C 5.643 2.168 -0.044 0.03 0.01 -0.03 0.000
C 7.068 1.620 0.028 0.00 0.00 0.00 0.000
C 6.958 0.122 -0.239 -0.01 0.00 0.01 0.000
C 6.086 0.008 -1.482 -0.01 0.00 0.01 0.000
H 5.084 1.982 0.876 -0.01 -0.01 0.00 0.000
H 5.589 3.226 -0.299 0.01 0.00 0.01 0.000
H 7.515 1.842 0.996 0.00 0.00 0.00 0.000
H 7.691 2.093 -0.732 0.00 0.00 0.00 0.000
H 6.483 -0.384 0.605 0.00 0.00 0.00 0.000
H 7.931 -0.340 -0.399 0.00 0.00 0.00 0.000
H 5.625 -0.965 -1.652 0.01 0.00 -0.01 0.000
H 6.627 0.301 -2.384 0.00 0.02 0.00 0.000
N 3.995 6.181 0.065 0.02 -0.01 -0.02 0.000
C 3.322 5.251 0.084 -0.01 0.01 0.05 -0.001
C 2.496 4.079 0.127 0.02 -0.01 -0.05 0.001
C 2.069 3.553 1.344 -0.03 -0.01 0.03 -0.001
C 1.276 2.427 1.335 -0.04 0.05 -0.03 -0.002
N 0.905 1.781 0.218 0.23 -0.05 -0.22 0.003
C 1.336 2.293 -0.944 -0.02 0.09 -0.01 0.001
C 2.106 3.439 -1.041 -0.11 -0.10 0.05 -0.003
H 2.334 4.027 2.279 0.01 0.00 0.00 0.000
H 0.908 2.043 2.271 -0.01 -0.04 0.06 0.000
H 1.039 1.789 -1.850 0.09 0.07 0.10 0.001
H 2.394 3.820 -2.011 0.03 -0.03 0.00 0.000
```
Positions in Å, forces in eV/Å.

Strongest force on any atom   0.658 eV/A
⟨S²⟩   0.78
E   -5931.32330 Ha
Multiplicity   2
Energy above the lowest of the compared OMol25 structures with the same formula, charge and spin   0.00 kcal/mol
Net charge   +4
LUMO (spin up / spin down)   -12.43 / -12.57 eV